{"formula": "C16H14AsAuN2O6S2", "method": "ωB97M-V/def2-TZVPD", "orbital_gap_ev": 5.268, "lumo_energy_ev": 4.70, "total_charge": -2, "homo_ev": -0.56, "symbols": ["Au", "As", "S", "S", "O", "O", "O", "O", "O", "O", "N", "N", "C", "C", "C", "C", "C", "C", "C", "C", "C", "C", "C", "C", "C", "C", "C", "C", "H", "H", "H", "H", "H", "H", "H", "H", "H", "H", "H", "H", "H", "H"], "coordinates": [[-0.719, 1.109, 0.949], [0.199, -1.611, -0.339], [-2.474, -0.623, 2.974], [-0.077, 3.360, 0.359], [-3.204, -1.852, 3.263], [-2.571, -0.284, 1.524], [-1.488, -2.109, -0.358], [0.246, -0.092, -1.056], [1.036, -2.723, -1.205], [-2.832, 0.489, 3.844], [2.392, 3.898, -0.425], [1.512, 1.776, -1.008], [2.525, -0.324, 3.416], [1.498, -2.547, 4.311], [1.775, -2.432, 2.123], [1.467, 0.382, 3.015], [0.612, -1.572, 1.582], [0.791, -3.156, 3.073], [-0.396, -1.001, 4.710], [0.632, -1.696, 5.192], [3.462, 3.611, -1.127], [2.595, 1.501, -1.741], [0.308, -0.246, 2.329], [3.610, 2.409, -1.849], [-0.702, -1.014, 3.258], [2.519, -1.816, 3.335], [1.383, 3.005, -0.386], [-0.375, -2.323, 2.514], [2.596, 0.534, -2.227], [-1.032, -0.382, 5.333], [1.448, 1.457, 3.172], [2.008, -3.302, 4.916], [2.369, -2.947, 1.367], [-1.244, -2.873, 2.163], [0.801, 0.981, -0.816], [0.866, -1.676, 6.253], [-1.986, -1.493, 0.224], [3.530, -2.217, 3.451], [3.388, 0.156, 3.871], [4.486, 2.215, -2.449], [4.246, 4.362, -1.132], [0.647, -4.237, 3.076]], "lowdin_charge": [0.579, 0.883, 0.464, 0.570, -0.362, -0.465, -0.271, -0.474, -0.536, -0.370, 0.035, 0.043, -0.079, -0.188, -0.151, -0.098, -0.336, -0.129, -0.041, -0.058, -0.164, -0.071, -0.330, -0.081, -0.384, -0.194, -0.820, -0.161, 0.131, 0.105, 0.087, 0.119, 0.126, 0.131, -0.096, 0.087, -0.006, 0.120, 0.082, 0.080, 0.093, 0.132]}



{"formula": "C16H14BCl4NO2", "method": "ωB97M-V/def2-TZVPD", "relative_energy_kj_mol": 29.0, "orbital_gap_ev": 7.294, "lumo_energy_ev": -1.73, "homo_ev": -9.03, "symbols": ["Cl", "Cl", "Cl", "Cl", "O", "O", "N", "C", "C", "C", "C", "C", "C", "C", "C", "C", "C", "C", "C", "C", "C", "C", "C", "B", "H", "H", "H", "H", "H", "H", "H", "H", "H", "H", "H", "H", "H", "H"], "coordinates": [[2.303, -3.370, 2.439], [4.588, 4.238, -0.492], [1.962, -4.374, -0.472], [-0.426, -3.128, 1.104], [-1.561, 1.481, 0.807], [1.794, -1.802, 0.199], [-1.207, -2.111, -2.034], [-2.345, 2.482, 1.470], [2.685, 2.822, 0.799], [-2.204, 0.416, 0.282], [-1.450, -0.441, -0.562], [-2.126, -1.461, -1.190], [4.063, 1.610, -0.808], [3.294, 0.441, -0.563], [2.136, 0.515, 0.219], [3.744, 2.789, -0.126], [0.057, -0.439, -0.960], [-3.462, -1.837, -0.910], [1.903, 1.662, 0.983], [-3.563, 0.106, 0.556], [1.036, -0.634, 0.218], [-4.166, -1.011, -0.012], [0.002, -1.549, -1.969], [1.491, -3.039, 0.803], [-2.688, 2.116, 2.427], [-5.181, -1.273, 0.260], [-3.182, 2.785, 0.858], [3.609, -0.512, -0.995], [-3.876, -2.740, -1.350], [4.888, 1.588, -1.502], [1.100, 1.647, 1.725], [-1.439, -2.926, -2.579], [0.415, -0.531, 1.141], [0.278, 0.555, -1.393], [0.838, -1.851, -2.593], [-1.660, 3.325, 1.611], [2.478, 3.721, 1.347], [-4.127, 0.732, 1.262]], "lowdin_charge": [0.473, 0.673, 0.414, 0.484, -0.079, -0.173, 0.191, -0.047, -0.088, -0.198, -0.056, -0.225, -0.086, -0.003, -0.141, -0.696, -0.092, 0.006, -0.024, 0.001, -0.267, -0.058, 0.117, -1.858, 0.093, 0.111, 0.092, 0.125, 0.113, 0.099, 0.114, 0.186, 0.143, 0.184, 0.162, 0.101, 0.095, 0.114]}



{"formula": "C16H14BCl5CrN6", "method": "ωB97M-V/def2-TZVPD", "relative_energy_kj_mol": 425.5, "orbital_gap_ev": [7.103, 2.951], "spin_multiplicity": 5, "lumo_energy_ev": [-0.68, -4.62], "s_squared": 6.065, "homo_ev": [-7.78, -7.57], "symbols": ["Cr", "Cl", "Cl", "Cl", "Cl", "Cl", "N", "N", "N", "N", "N", "N", "C", "C", "C", "C", "C", "C", "C", "C", "C", "C", "C", "C", "C", "C", "C", "C", "B", "H", "H", "H", "H", "H", "H", "H", "H", "H", "H", "H", "H", "H", "H"], "coordinates": [[0.097, -0.059, -0.071], [-0.480, 0.554, 3.457], [3.405, 0.739, -0.409], [1.734, 0.523, 5.606], [4.745, 0.691, 4.824], [5.544, 0.683, 1.815], [1.090, -0.789, -2.799], [0.486, 1.658, -1.128], [0.526, 1.624, -2.520], [-1.237, -0.030, -2.795], [1.119, -1.128, -1.451], [-1.482, -0.210, -1.435], [-2.353, -0.232, -3.503], [2.071, -2.067, -1.302], [-0.522, -1.701, 0.924], [1.179, 0.429, 2.934], [3.539, 0.549, 3.620], [-2.789, -0.518, -1.332], [2.172, 0.498, 3.961], [1.106, 3.673, -1.919], [-3.375, -0.548, -2.610], [2.881, 0.504, 1.257], [1.546, 0.351, 1.591], [3.899, 0.555, 2.257], [1.984, -1.528, -3.457], [2.624, -2.357, -2.549], [0.841, 2.910, -0.771], [0.890, 2.818, -2.997], [0.168, 0.342, -3.312], [-1.535, -2.005, 0.630], [1.415, 4.693, -1.974], [0.225, 0.491, -4.497], [-0.496, -1.546, 2.012], [-2.313, -0.132, -4.578], [3.405, -3.064, -2.753], [-0.930, 0.798, 0.669], [0.931, 3.231, 0.257], [2.085, -1.399, -4.528], [-4.384, -0.769, -2.865], [-3.269, -0.733, -0.389], [0.196, -2.497, 0.676], [0.959, 2.961, -4.068], [2.343, -2.467, -0.331]], "mulliken_spin": [3.384, 0.113, 0.049, 0.066, -0.006, 0.079, 0.019, -0.068, 0.011, -0.003, -0.051, -0.037, 0.012, 0.034, -0.175, 0.187, -0.020, 0.019, 0.192, -0.001, -0.002, 0.130, -0.088, 0.203, 0.019, 0.004, 0.036, 0.018, -0.026, 0.010, 0.001, 0.000, 0.029, 0.001, 0.001, -0.157, 0.001, 0.002, 0.000, -0.002, 0.016, 0.001, 0.001]}



{"formula": "C16H14BCl5N6Ti", "method": "ωB97M-V/def2-TZVPD", "relative_energy_kj_mol": 315.1, "orbital_gap_ev": [4.799, 8.930], "spin_multiplicity": 3, "lumo_energy_ev": [0.10, 0.19], "s_squared": 2.021, "homo_ev": [-4.70, -8.74], "symbols": ["Ti", "Cl", "Cl", "Cl", "Cl", "Cl", "N", "N", "N", "N", "N", "N", "C", "C", "C", "C", "C", "C", "C", "C", "C", "C", "C", "C", "C", "C", "C", "C", "B", "H", "H", "H", "H", "H", "H", "H", "H", "H", "H", "H", "H", "H", "H"], "coordinates": [[-0.642, -0.770, 0.143], [1.931, -0.609, 5.738], [-2.473, 0.521, 1.407], [-2.886, 1.548, 4.465], [-0.719, 0.768, 6.634], [2.437, -1.222, 2.717], [-0.012, 1.703, -0.298], [-1.519, -0.410, -1.424], [0.534, 1.869, -1.554], [1.195, -1.054, -0.796], [1.512, -0.425, -1.992], [-0.879, 0.042, -2.583], [2.151, -1.997, -0.589], [-2.915, -0.657, -3.178], [-1.459, 0.722, 4.019], [-0.466, 0.409, 4.984], [0.921, 3.707, -0.355], [-0.057, -0.253, 2.281], [1.102, 3.077, -1.596], [-0.792, -2.697, 0.600], [-2.781, -0.839, -1.812], [0.949, -0.528, 3.210], [-1.225, 0.343, 2.683], [0.742, -0.219, 4.577], [3.075, -1.961, -1.634], [2.641, -0.951, -2.490], [0.232, 2.831, 0.450], [-1.699, -0.109, -3.625], [0.550, 0.662, -2.551], [-1.569, -2.704, 1.387], [1.249, 4.702, -0.113], [1.531, 3.433, -2.518], [-0.065, 2.875, 1.488], [3.938, -2.587, -1.756], [0.122, -3.163, 0.973], [-1.166, -3.232, -0.290], [0.915, 1.013, -3.637], [-1.346, 0.181, -4.615], [-3.472, -1.247, -1.089], [-0.962, 1.337, -0.324], [3.036, -0.595, -3.433], [2.116, -2.639, 0.285], [-3.777, -0.873, -3.791]], "mulliken_spin": [1.038, 0.000, 0.005, 0.000, 0.001, -0.001, 0.034, 0.016, 0.186, -0.030, -0.007, -0.018, 0.029, 0.002, -0.020, 0.011, -0.145, -0.009, 0.333, -0.014, 0.036, 0.036, -0.032, -0.008, -0.006, 0.025, 0.339, 0.019, 0.089, 0.001, -0.001, 0.027, 0.045, 0.001, -0.001, -0.002, -0.004, 0.004, 0.003, 0.018, 0.001, 0.001, 0.001]}



Repeat the fourth record exactly.
{"formula": "C16H14BCl5N6Ti", "method": "ωB97M-V/def2-TZVPD", "relative_energy_kj_mol": 315.1, "orbital_gap_ev": [4.799, 8.930], "spin_multiplicity": 3, "lumo_energy_ev": [0.10, 0.19], "s_squared": 2.021, "homo_ev": [-4.70, -8.74], "symbols": ["Ti", "Cl", "Cl", "Cl", "Cl", "Cl", "N", "N", "N", "N", "N", "N", "C", "C", "C", "C", "C", "C", "C", "C", "C", "C", "C", "C", "C", "C", "C", "C", "B", "H", "H", "H", "H", "H", "H", "H", "H", "H", "H", "H", "H", "H", "H"], "coordinates": [[-0.642, -0.770, 0.143], [1.931, -0.609, 5.738], [-2.473, 0.521, 1.407], [-2.886, 1.548, 4.465], [-0.719, 0.768, 6.634], [2.437, -1.222, 2.717], [-0.012, 1.703, -0.298], [-1.519, -0.410, -1.424], [0.534, 1.869, -1.554], [1.195, -1.054, -0.796], [1.512, -0.425, -1.992], [-0.879, 0.042, -2.583], [2.151, -1.997, -0.589], [-2.915, -0.657, -3.178], [-1.459, 0.722, 4.019], [-0.466, 0.409, 4.984], [0.921, 3.707, -0.355], [-0.057, -0.253, 2.281], [1.102, 3.077, -1.596], [-0.792, -2.697, 0.600], [-2.781, -0.839, -1.812], [0.949, -0.528, 3.210], [-1.225, 0.343, 2.683], [0.742, -0.219, 4.577], [3.075, -1.961, -1.634], [2.641, -0.951, -2.490], [0.232, 2.831, 0.450], [-1.699, -0.109, -3.625], [0.550, 0.662, -2.551], [-1.569, -2.704, 1.387], [1.249, 4.702, -0.113], [1.531, 3.433, -2.518], [-0.065, 2.875, 1.488], [3.938, -2.587, -1.756], [0.122, -3.163, 0.973], [-1.166, -3.232, -0.290], [0.915, 1.013, -3.637], [-1.346, 0.181, -4.615], [-3.472, -1.247, -1.089], [-0.962, 1.337, -0.324], [3.036, -0.595, -3.433], [2.116, -2.639, 0.285], [-3.777, -0.873, -3.791]], "mulliken_spin": [1.038, 0.000, 0.005, 0.000, 0.001, -0.001, 0.034, 0.016, 0.186, -0.030, -0.007, -0.018, 0.029, 0.002, -0.020, 0.011, -0.145, -0.009, 0.333, -0.014, 0.036, 0.036, -0.032, -0.008, -0.006, 0.025, 0.339, 0.019, 0.089, 0.001, -0.001, 0.027, 0.045, 0.001, -0.001, -0.002, -0.004, 0.004, 0.003, 0.018, 0.001, 0.001, 0.001]}